Formula: C34H34GeInN6O6S2
Source: the Open Molecules 2025 dataset
Level of theory: wB97M-V/def2-TZVPD

Cartesian coordinates (Å):
In (-0.6695, 0.9608, 0.9354)
N (0.1925, -7.1797, 2.6670)
C (-0.3222, -5.8756, 2.6355)
C (0.4640, -4.8204, 2.1719)
C (-0.0270, -3.5280, 2.1781)
C (-1.3062, -3.2788, 2.6512)
C (-2.1022, -4.3176, 3.0993)
C (-1.6089, -5.6116, 3.1005)
S (-1.9129, -1.6181, 2.6736)
O (-1.0656, -0.8548, 3.5594)
O (-3.3165, -1.6829, 2.9688)
N (-1.5745, -1.0449, 1.1976)
C (-2.0561, -1.6252, 0.0613)
N (-1.6096, -1.0428, -1.0686)
C (-2.0683, -1.5190, -2.2125)
C (-2.9432, -2.5943, -2.2709)
C (-3.2850, -3.1594, -1.0545)
N (-2.8608, -2.6943, 0.1116)
H (0.9117, -7.3501, 1.9814)
H (-0.5146, -7.8975, 2.6367)
H (1.4593, -5.0237, 1.7924)
H (0.5530, -2.7082, 1.7729)
H (-3.1092, -4.0983, 3.4274)
H (-2.2285, -6.4293, 3.4518)
H (-1.7115, -1.0302, -3.1140)
H (-3.3160, -2.9784, -3.2088)
H (-3.9322, -4.0309, -1.0082)
O (1.1739, -0.1458, 1.7467)
N (1.5434, 0.1182, 2.9879)
C (2.0767, -0.8953, 3.7024)
C (2.5056, -0.7238, 4.9875)
C (2.3578, 0.5362, 5.5730)
C (1.7893, 1.5481, 4.8461)
C (1.3593, 1.3598, 3.5184)
S (0.6367, 2.5994, 2.5932)
H (2.1222, -1.8321, 3.1712)
H (2.9260, -1.5626, 5.5219)
H (2.6736, 0.7094, 6.5935)
H (1.6351, 2.5301, 5.2685)
C (2.5320, 1.3895, -0.8096)
Ge (0.6451, 1.8707, -1.1216)
C (0.2250, 1.1226, -2.9018)
C (-0.6662, 1.7271, -3.7881)
C (-0.9403, 1.1638, -5.0293)
C (-0.3212, -0.0171, -5.4132)
C (0.5762, -0.6294, -4.5482)
C (0.8414, -0.0615, -3.3101)
C (0.6509, 3.8305, -1.3866)
C (1.8560, 4.4716, -1.5160)
C (1.9408, 5.8677, -1.7234)
C (0.8082, 6.6216, -1.7958)
C (-0.4643, 6.0140, -1.6596)
C (-1.6568, 6.7775, -1.7181)
C (-2.8772, 6.1843, -1.5705)
C (-2.9633, 4.7915, -1.3592)
C (-1.8295, 4.0327, -1.3085)
C (-0.5439, 4.6135, -1.4530)
H (3.1545, 1.5714, -1.6882)
H (2.5960, 0.3371, -0.5310)
H (2.9065, 1.9640, 0.0388)
H (-1.1587, 2.6522, -3.5116)
H (-1.6412, 1.6502, -5.6979)
H (-0.5341, -0.4565, -6.3804)
H (1.0646, -1.5539, -4.8325)
H (1.5356, -0.5662, -2.6491)
H (2.7777, 3.9053, -1.4571)
H (2.9139, 6.3340, -1.8224)
H (0.8626, 7.6935, -1.9511)
H (-1.5792, 7.8478, -1.8756)
H (-3.7807, 6.7806, -1.6074)
H (-3.9271, 4.3176, -1.2231)
H (-1.9196, 2.9693, -1.1329)
C (3.5543, -2.3954, -1.2842)
C (2.5079, -2.5145, -0.1876)
O (1.1838, -2.5135, -0.7043)
H (4.5576, -2.5049, -0.8645)
H (3.5059, -1.4261, -1.7838)
H (3.4048, -3.1747, -2.0336)
H (2.6245, -1.7116, 0.5454)
H (2.6382, -3.4703, 0.3296)
H (0.8235, -1.6188, -0.6501)
O (-2.4309, 1.6536, 2.1978)
N (-3.3372, 1.7574, 1.3377)
O (-2.9562, 1.4927, 0.1846)

E_tot = -5159.49263 Ha
energy relative to the best compared isomer or geometry (same formula, charge and spin) = 2.45 kcal per mole
total charge = -1
spin multiplicity = 1
E_LUMO = 2.5 eV
orbital gap = 7.7154 eV
highest occupied orbital energy = -5.203 eV
max |F| = 0.19 eV/Å

Here are the Mulliken charges for atoms 1 to 2, given in e: 0.511 -0.627